# C16H27Cl2NO4Tl

C16H27Cl2NO4Tl as an isolated structure (the ωB97M-V functional and the def2-TZVPD basis, the Open Molecules 2025 dataset).

Its net charge is +1. The calculated total energy comes out at -2074.18825 Eh. For the energy above the lowest of the compared OMol25 structures with the same formula, charge and spin, the calculation gives 0.508 eV. For the frontier orbital gap, the calculation gives 9.8 eV. Its HOMO energy is -0.4337 Eh.

```
51
C16H27Cl2NO4Tl, DFT the ωB97M-V functional and the def2-TZVPD basis
Tl 0.5095 0.4472 0.0514
C 0.0165 -1.1689 -3.3050
O -0.3774 -1.1677 -1.9371
C -1.4930 -2.0009 -1.6369
C -2.5206 -1.2279 -0.8376
O -1.9596 -0.6397 0.3319
C -2.4718 -1.0787 1.5902
C -1.4975 -1.9357 2.3557
O -0.4074 -1.1275 2.7451
C 0.4494 -1.7850 3.6596
H -0.8356 -0.9514 -3.9537
H 0.7668 -0.3905 -3.4245
H 0.4399 -2.1380 -3.5845
H -1.9721 -2.3358 -2.5615
H -1.1456 -2.8874 -1.0957
H -2.9324 -0.4207 -1.4480
H -3.3383 -1.9018 -0.5703
H -2.6908 -0.1837 2.1758
H -3.4054 -1.6259 1.4415
H -2.0075 -2.3446 3.2371
H -1.1551 -2.7838 1.7441
H -0.0707 -1.9960 4.5987
H 0.8279 -2.7258 3.2450
H 1.2921 -1.1243 3.8545
Cl 2.4939 1.8113 2.3423
C 1.4274 2.2527 3.7073
Cl -0.2923 2.2537 3.3186
H 1.7047 3.2510 4.0236
H 1.5941 1.5279 4.4946
N 4.0893 -0.9780 -2.2370
C 3.0086 -0.6902 -1.5001
O 2.4623 0.4135 -1.5683
C 2.4663 -1.8047 -0.6157
C 1.6207 -1.3270 0.5543
H 4.4591 -0.2789 -2.8602
H 4.5447 -1.8711 -2.1799
H 3.3000 -2.4151 -0.2597
H 1.8699 -2.4418 -1.2739
H 2.2202 -1.0653 1.4231
H 0.8769 -2.0622 0.8420
C -1.5732 4.4832 -1.8142
C -0.7479 4.6005 -0.7074
C -0.1647 3.4714 -0.1477
C -0.4057 2.2173 -0.6974
C -1.2228 2.1041 -1.8184
C -1.8057 3.2363 -2.3716
H -2.0295 5.3640 -2.2456
H -0.5536 5.5739 -0.2767
H 0.4824 3.5855 0.7076
H -1.4052 1.1397 -2.2725
H -2.4413 3.1430 -3.2428
```